w:
Molecular formula: C3H7NOS2
Method: DFT, ωB97M-V/def2-TZVPD

Properties
LUMO energy = 0.7 eV
Frontier orbital gap = 9.19 eV
HOMO = -8.50 eV

Atoms and positions in Å:
C -0.734 0.314 1.059
C -1.334 -0.831 0.144
C 1.030 0.360 -0.534
N 0.109 1.125 0.216
O 0.706 -2.426 -0.213
S 1.874 0.984 -1.918
S 0.096 -1.390 -0.944
H -1.710 0.843 1.563
H -0.021 -0.175 1.693
H -1.709 -1.586 0.806
H -2.302 -0.571 -0.466
H 1.699 -0.091 0.284
H -0.371 1.741 -0.441
H 2.666 1.703 -1.249

---

x:
Molecular formula: C3H7NOS2
Method: DFT, ωB97M-V/def2-TZVPD

Properties
LUMO energy = 0.2 eV
Frontier orbital gap = 9.59 eV
HOMO = -9.41 eV

Atoms and positions in Å:
N -1.979 -1.468 -0.849
C -0.793 -0.677 -1.183
C -0.030 -1.277 -2.381
O 0.660 -0.543 -3.035
C 0.265 -0.396 -0.087
S -0.390 0.820 1.080
S 1.255 1.079 2.339
H -1.827 -2.037 -0.025
H -2.658 -0.762 -0.580
H -1.109 0.292 -1.577
H -0.249 -2.344 -2.566
H 1.114 -0.054 -0.675
H 0.515 -1.362 0.357
H 2.230 1.869 1.826

---

x is the most stable structure; the next one sits 1.631 eV above it.